# C27H30N3OPd

A molecular structure, C27H30N3OPd in a non-equilibrium geometry (the ωB97M-V functional and the def2-TZVPD basis, OMol25).

The geometry in XYZ format:
```
62
Properties=species:S:1:pos:R:3:forces:R:3
Pd 0.22503 0.97335 -0.01558 -0.4 0.0 0.2
C 0.36453 3.56595 1.90132 0.2 0.1 0.0
C 0.97933 2.36315 2.23702 0.3 0.1 0.1
C 2.10143 1.93225 1.51232 0.0 0.3 0.1
C 2.55343 2.67995 0.41752 -0.1 0.0 0.2
C 1.90593 3.85935 0.07282 0.1 0.1 0.2
C 0.83523 4.31355 0.83062 0.1 -0.1 0.1
H -0.46857 3.92455 2.48882 -0.1 0.0 0.0
H 0.66623 1.81555 3.12002 0.0 0.0 -0.1
H 2.67883 1.08795 1.87562 -0.2 0.0 -0.2
H 3.44233 2.37355 -0.11888 -0.1 -0.1 0.0
H 2.26833 4.44905 -0.75658 0.0 0.0 -0.1
H 0.37553 5.25995 0.58952 -0.1 0.1 0.0
O -1.04937 2.52955 -0.36938 -1.3 0.8 -0.1
C -2.30447 2.69385 -0.28438 0.7 -0.2 -0.1
C -2.79837 4.01395 -0.04638 -0.3 0.5 0.0
C -4.13207 4.27885 0.07192 0.6 0.3 0.1
C -5.06267 3.24065 -0.03058 -0.1 -0.3 0.0
C -4.63307 1.95255 -0.27098 0.2 -0.2 0.0
C -3.28097 1.63525 -0.42618 -0.3 -0.1 0.0
C -2.88507 0.31345 -0.83608 0.4 -0.3 -0.2
N -1.64997 -0.10705 -1.11408 0.0 0.4 0.2
C -1.75397 -1.37265 -1.59078 -0.3 0.1 0.0
C -3.07257 -1.74925 -1.59788 0.2 -0.1 -0.1
N -3.76837 -0.68675 -1.11968 0.0 0.1 0.1
H -2.05577 4.79005 0.04942 0.1 0.1 0.0
H -4.47657 5.28375 0.25422 0.0 0.1 0.0
H -6.11777 3.44425 0.06652 -0.1 0.0 0.0
H -5.37847 1.17715 -0.34458 -0.1 -0.1 -0.1
H -0.89557 -1.92275 -1.92448 0.1 -0.1 0.0
H -3.54867 -2.65475 -1.91578 -0.1 -0.1 0.0
H -4.76527 -0.64225 -0.99828 0.0 -0.1 -0.1
C -1.56167 -3.53325 1.33802 0.2 0.3 -0.1
C -0.40497 -2.53295 1.34862 -0.2 0.2 0.1
C 0.12663 -2.35405 2.77952 -0.1 0.1 -0.3
C 0.71793 -2.91075 0.41542 0.0 0.5 0.1
C 1.09843 -4.20165 0.14862 -0.1 0.0 0.0
C 2.17993 -4.47825 -0.68398 0.0 0.1 0.0
C 2.86443 -3.44545 -1.31878 -0.1 -0.1 -0.1
C 2.52403 -2.13035 -1.12748 0.0 0.3 -0.1
C 3.30123 -1.02645 -1.79978 0.1 0.1 0.0
C 2.45753 0.08625 -2.42768 -0.2 0.0 0.3
C 4.29093 -0.47345 -0.77098 0.0 -0.1 -0.2
C 1.47813 -1.81745 -0.17258 0.6 -1.7 -0.2
N 1.27403 -0.61735 0.21922 -0.2 0.0 0.0
H -2.40897 -3.09655 1.86032 -0.1 0.0 0.1
H -1.29327 -4.45095 1.85532 0.0 -0.1 0.0
H -1.87457 -3.77545 0.32432 0.0 -0.1 -0.1
H -0.78057 -1.53945 1.02882 0.1 -0.5 0.1
H 0.60563 -3.26475 3.13552 0.0 0.0 0.0
H -0.70147 -2.11715 3.44212 -0.1 0.0 0.2
H 0.83933 -1.53125 2.81712 0.1 0.0 0.1
H 0.56893 -5.02135 0.60892 -0.1 -0.1 0.0
H 2.48373 -5.49835 -0.85118 0.0 -0.1 0.0
H 3.69223 -3.68525 -1.97018 0.0 0.0 -0.1
H 3.87343 -1.48085 -2.61768 0.0 0.0 0.2
H 1.82553 0.60655 -1.67978 0.4 -0.2 -0.5
H 1.81123 -0.31545 -3.20608 -0.1 0.0 -0.1
H 3.11653 0.82655 -2.87758 0.0 0.0 -0.1
H 3.74863 -0.08125 0.08482 0.0 0.1 0.1
H 4.90293 0.31275 -1.20108 0.1 0.2 -0.1
H 4.94533 -1.26875 -0.42928 0.1 -0.1 0.1
```
Forces are in eV/Å.

Values from the calculation:
⟨S²⟩: 6.11
energy above the lowest of the compared OMol25 structures with the same formula, charge and spin: 0.000 eV
net charge: +1
spin multiplicity: 5
frontier orbital gap (spin up / spin down): 7.60 / 5.88 eV
E_LUMO (spin up / spin down): -2.640 / -5.658 eV



# C5H10N2O2

A molecular structure, C5H10N2O2 (the ωB97M-V functional and the def2-TZVPD basis, OMol25).

The geometry in XYZ format:
```
19
Properties=species:S:1:pos:R:3:forces:R:3
C -1.84279 -0.75500 -1.00721 0.1 0.0 0.1
N -0.43388 -1.06133 -1.16038 0.2 0.5 -0.5
C 0.63679 0.17454 -1.22117 -0.5 -0.5 -0.4
O 0.19909 1.21216 -1.70914 0.1 -0.1 0.3
H -0.24952 -1.83621 -1.79707 0.0 0.1 0.2
H 1.56138 -0.31083 -1.59337 0.0 0.0 0.1
H -2.25844 -1.37207 -0.20707 0.0 0.0 0.0
H -2.38987 -0.95087 -1.93206 0.1 0.0 0.0
H -1.93607 0.29632 -0.74151 0.0 0.0 0.0
C 0.91745 -0.03280 0.52615 -0.1 -0.7 0.3
N 2.33442 -0.18400 0.80249 -0.3 0.1 -0.2
C 0.31571 1.12024 1.26182 -0.1 0.2 -0.1
C -0.85423 1.10088 1.88472 0.1 -0.1 -0.1
O 0.24124 -1.18347 0.54555 0.4 0.4 0.3
H 2.68785 -1.03487 0.37915 -0.1 0.0 0.0
H 2.86301 0.60413 0.44226 0.0 0.0 0.1
H 0.90411 2.03180 1.22235 0.0 0.0 0.0
H -1.45076 0.19799 1.93044 0.0 0.0 0.0
H -1.24549 1.98339 2.37406 0.1 0.0 0.0
```
Forces are in eV/Å.

Values from the calculation:
energy above the lowest of the compared OMol25 structures with the same formula, charge and spin: 6.370 eV
frontier orbital gap (spin up / spin down): 6.84 / 7.79 eV
E_LUMO (spin up / spin down): -1.286 / -0.422 eV



# C20H27N5O4S

2 unconnected molecules or ions with the total composition C20H27N5O4S in a non-equilibrium geometry (the ωB97M-V functional and the def2-TZVPD basis, OMol25).

The geometry in XYZ format:
```
57
Properties=species:S:1:pos:R:3:forces:R:3
C 6.18016 4.63769 0.83673 -0.8 -0.8 0.3
C 5.02175 3.61206 1.15112 -0.3 0.2 0.6
C 4.12188 3.99693 2.24843 -0.7 -2.5 -1.2
C 3.03257 3.09671 2.58932 1.5 -0.8 -1.9
C 2.88754 1.82695 1.85892 1.0 1.7 0.0
C 3.81157 1.44070 0.79578 0.2 1.2 0.9
C 3.63097 0.04901 0.07879 -0.6 1.6 -0.5
N 2.60550 -0.74205 0.79511 1.1 -1.3 -0.9
C 1.58098 -1.27493 -0.10178 -1.3 0.2 1.1
C 0.37569 -0.21961 -0.15534 0.6 0.1 -1.1
S -0.61181 -0.53938 1.35998 -0.4 0.5 0.1
C -1.95981 0.63715 1.50980 0.4 0.6 -0.7
N -2.37057 1.67752 0.76789 0.5 -2.6 2.1
N -3.45835 2.15700 1.46941 -1.2 -0.5 1.9
C -3.64912 1.43720 2.56475 0.8 0.7 -2.0
O -2.71142 0.41610 2.64703 -0.2 1.3 -1.1
C 3.17080 -1.75888 1.67927 -0.6 -0.4 2.0
O 3.42249 -3.02596 1.02754 -0.7 0.3 0.1
C 4.47445 -1.30999 2.45317 2.9 1.7 1.9
O 5.57230 -1.66895 1.95815 -1.2 -0.5 -0.9
O 4.46574 -0.61685 3.53685 -2.2 -1.2 -1.9
C 4.89120 2.36098 0.42124 -1.7 0.5 1.9
H 6.18812 4.85262 -0.26091 0.3 -0.2 0.9
H 5.97184 5.58616 1.39294 0.2 -0.8 -0.5
H 7.15873 4.22511 1.20299 -0.8 0.4 -0.6
H 4.24937 4.94247 2.81649 0.1 -0.8 -0.6
H 2.30700 3.33301 3.39665 0.7 -0.2 -0.7
H 2.02963 1.19016 2.18437 1.2 0.3 -0.5
H 3.19765 0.28290 -0.94341 0.5 -0.2 0.9
H 4.59593 -0.48628 -0.10302 -0.7 0.4 0.6
H 1.14084 -2.19595 0.38344 0.7 0.6 -0.8
H 1.95493 -1.48661 -1.13645 -0.5 0.0 0.8
H 0.85249 0.79471 -0.19650 -0.8 -0.7 0.2
H -0.27254 -0.40203 -1.05898 0.6 0.3 0.8
H -4.43476 1.58696 3.33426 1.0 -0.4 -0.7
H 2.38936 -1.96870 2.47655 0.6 0.4 -0.7
H 3.36094 -3.67437 1.75163 0.3 0.3 -0.6
H 5.59485 2.10321 -0.40524 -0.6 0.2 0.9
C -7.19837 -1.94428 -3.65793 0.4 -0.3 0.0
C -6.57062 -0.89942 -2.75827 -0.4 0.2 -0.1
N -5.20992 -1.23255 -2.31650 0.1 -0.2 -0.2
C -4.47201 -0.46624 -1.43611 -0.3 -0.1 -0.1
C -3.29839 -1.11344 -1.23629 0.0 -0.2 -0.2
N -3.33573 -2.25224 -2.00682 -0.1 0.0 -0.2
C -4.49110 -2.29776 -2.66931 0.0 0.2 0.4
C -2.28789 -3.26859 -2.09440 0.1 -0.2 -0.1
H -7.23820 -2.91683 -3.16211 -0.1 0.0 0.0
H -8.21552 -1.65403 -3.91789 0.1 0.1 0.1
H -6.63032 -2.05735 -4.58408 -0.1 0.0 0.0
H -7.18076 -0.77274 -1.86171 0.1 0.0 0.0
H -6.52620 0.06177 -3.27423 0.1 0.0 0.1
H -4.88713 0.44962 -1.05180 0.2 0.0 0.1
H -2.43405 -0.90713 -0.63365 0.0 0.2 0.2
H -4.78373 -3.07408 -3.35666 0.0 0.1 0.1
H -1.93677 -3.33239 -3.12354 0.0 0.0 0.1
H -2.69770 -4.22872 -1.78326 0.1 0.0 0.0
H -1.45751 -3.00264 -1.44308 -0.1 0.1 0.0
```
Forces are in eV/Å.

Values from the calculation:
energy above the lowest of the compared OMol25 structures with the same formula, charge and spin: 9.326 eV
frontier orbital gap: 4.46 eV
E_LUMO: -1.205 eV



# C11H10N2O

C11H10N2O in the gas phase in a non-equilibrium geometry (the ωB97M-V functional and the def2-TZVPD basis, OMol25).

The geometry in XYZ format:
```
24
Properties=species:S:1:pos:R:3:forces:R:3
C -0.82333 -0.92741 -1.57385 -1.2 2.1 1.0
C -0.19982 -2.11565 -1.92243 -0.8 -0.8 -1.6
C 1.17709 -2.16855 -2.08180 0.3 -2.1 -4.6
C 1.94000 -1.08121 -1.84103 3.3 2.2 2.4
C 1.38412 -0.04186 -0.99904 0.8 -1.5 -4.0
C -0.05154 0.03201 -0.97284 6.4 4.2 0.6
C 0.07849 1.46993 0.97868 -3.1 0.0 -4.0
C -0.07495 0.24653 1.54439 -1.9 -3.2 3.3
C -0.22015 0.09908 2.98843 0.0 0.8 1.8
C 0.00232 1.31173 3.79648 -1.8 0.9 -4.6
C -0.14529 2.64593 1.71161 2.4 0.4 -1.0
H -2.52768 0.48051 -1.93111 2.3 -2.7 1.1
H -2.76860 -1.13306 -2.34290 1.7 0.9 1.7
H -0.73692 -2.89545 -2.50051 -0.1 0.6 0.8
H 1.53063 -2.86642 -3.04713 -0.7 1.2 3.3
H 3.10457 -0.97763 -2.16297 -3.1 -0.5 0.8
H 2.13006 0.81533 -0.96816 -1.7 -0.8 0.9
H -0.47058 -0.70219 1.00788 1.3 2.0 0.7
H -0.65108 -0.93251 3.49247 1.5 2.8 -1.5
H -0.17696 1.57039 4.87328 0.6 -1.0 -1.2
H -0.13749 3.70102 1.14111 -0.3 -2.4 1.7
N -2.15055 -0.53847 -1.67869 -4.8 0.1 -2.9
N -0.01039 2.51659 3.00762 -0.3 -0.5 2.9
O -0.20194 1.49136 -0.51948 -0.8 -2.6 2.3
```
Forces are in eV/Å.

Values from the calculation:
energy above the lowest of the compared OMol25 structures with the same formula, charge and spin: 6.029 eV
frontier orbital gap: 8.98 eV
E_LUMO: 0.581 eV



# C28H45BrEuN2P2

A molecular structure, C28H45BrEuN2P2 in a non-equilibrium geometry (the ωB97M-V functional and the def2-TZVPD basis, OMol25).

The geometry in XYZ format:
```
79
Properties=species:S:1:pos:R:3:forces:R:3
N -0.28205 -0.64459 6.08067 0.4 -0.3 0.6
C 0.75248 -1.30717 5.55114 -0.1 1.0 -0.5
C 1.65251 -0.67557 4.68349 0.1 0.1 -0.2
C 1.52129 0.69429 4.34734 -1.1 -0.3 1.4
C 0.41413 1.35295 4.93577 -0.2 -0.2 0.0
C -0.41496 0.65949 5.83937 0.5 -0.1 -0.7
C 2.42595 1.25190 3.34928 0.3 0.8 -1.2
Eu 1.00548 0.01207 -0.28308 -1.2 0.2 0.1
P -0.08070 -0.13170 -3.05951 0.4 0.4 0.7
C 2.19407 2.33488 2.53262 -0.1 -0.1 1.1
C 2.52621 2.40970 1.10606 1.4 -0.1 -0.8
C 2.03991 3.45257 0.25313 -0.2 -0.7 0.2
C 2.16572 3.36452 -1.14055 0.2 0.1 0.5
C 2.88915 2.31658 -1.69269 0.8 -0.2 -0.8
C 3.37349 1.25204 -0.92071 0.4 0.7 0.8
C 3.28383 1.35760 0.49925 -0.5 0.3 -1.1
Br 3.59016 2.57014 -3.49463 -0.3 0.2 1.1
H 3.34114 0.65714 3.19682 -0.8 -0.2 -0.5
H 1.65623 3.21064 2.92244 -0.6 -0.7 -0.3
H 2.40063 -1.27840 4.16682 0.1 0.2 0.4
H 0.10752 2.36554 4.66147 0.5 -0.2 0.2
H 0.87165 -2.36777 5.80894 -0.2 0.5 -0.1
H -1.23680 1.16424 6.36443 0.3 -0.2 -0.4
H 1.57582 4.34982 0.68233 0.0 -0.6 -0.1
H 3.78480 0.60268 1.11249 -0.4 0.1 -0.2
H 1.76845 4.12333 -1.81494 0.2 0.0 0.4
H 3.79734 0.37740 -1.43212 0.4 0.6 0.4
P -2.03888 0.09455 0.62359 -1.0 0.3 0.3
C 1.57747 -0.98089 -3.22673 -0.4 -0.2 -0.5
C 2.41615 -0.53684 -4.42211 0.7 0.2 -0.1
H 1.39273 -2.06611 -3.28952 0.0 0.3 0.2
H 2.17784 -0.82155 -2.29970 -0.1 -0.2 -0.4
H 3.29999 -1.18434 -4.52506 -0.3 0.1 -0.1
H 1.85828 -0.55684 -5.36775 0.2 -0.1 0.4
H 2.80080 0.48462 -4.26742 -0.4 -0.8 -0.3
C 0.13736 1.57345 -3.72696 0.1 0.2 0.2
C -0.09357 1.85182 -5.20819 0.0 0.2 -0.3
H 1.14809 1.93223 -3.45709 -0.7 -0.3 0.0
H -0.59071 2.15589 -3.13177 0.3 0.0 -0.2
H 0.09891 2.91475 -5.39820 -0.2 -0.1 0.1
H 0.59286 1.31639 -5.87190 -0.2 -0.1 0.2
H -1.12791 1.64260 -5.50758 0.3 0.0 0.0
C -1.28038 -0.93882 -4.16270 -0.1 -0.5 0.2
C -0.64379 -1.59495 -5.37808 -0.2 -0.2 -0.6
H -2.00597 -0.16612 -4.45500 0.1 -0.2 0.1
H -1.82355 -1.67864 -3.54907 0.1 0.3 -0.3
H -1.39630 -2.16632 -5.93392 0.1 0.1 0.1
H -0.23885 -0.85116 -6.07454 -0.1 -0.2 0.2
H 0.15932 -2.28828 -5.10590 -0.2 0.1 -0.1
C -3.46594 -1.06406 0.36569 0.6 0.0 0.2
C -3.54425 -1.67731 -1.02131 -0.3 -0.2 0.0
H -4.36888 -0.47676 0.60174 0.2 -0.3 0.0
H -3.36379 -1.84789 1.12825 -0.1 0.1 -0.3
H -4.42535 -2.32403 -1.05420 0.1 0.0 -0.2
H -3.65432 -0.92531 -1.80808 0.0 -0.1 0.1
H -2.66644 -2.29274 -1.24506 -0.1 0.1 0.0
C -2.75585 1.53829 -0.27440 0.2 -0.3 -0.1
C -2.00066 2.84283 -0.07096 -0.2 0.3 -0.1
H -3.79201 1.61548 0.08619 0.2 0.1 -0.2
H -2.78169 1.25779 -1.33638 -0.1 0.2 0.1
H -2.52592 3.63680 -0.61321 0.2 0.0 0.1
H -1.96746 3.13622 0.98490 0.0 -0.1 -0.2
H -0.97187 2.80652 -0.45740 -0.1 -0.1 0.0
C -2.48786 0.61607 2.34327 0.4 0.3 -0.3
C -2.56114 -0.50808 3.36333 0.0 0.0 0.3
H -3.45501 1.13921 2.26379 0.3 -0.1 0.1
H -1.72807 1.35706 2.63609 -0.3 -0.1 0.1
H -2.75539 -0.07641 4.35064 0.0 -0.2 -0.1
H -3.37120 -1.21345 3.14995 0.2 0.2 0.0
H -1.62026 -1.06787 3.43174 -0.1 0.1 0.0
C 1.02563 -5.25050 2.44351 0.1 0.0 -0.1
C 0.41561 -3.89661 2.87955 -0.3 -0.4 0.5
C 0.79611 -2.72882 2.07752 -0.1 2.1 -1.3
N 0.97427 -1.75536 1.44425 -0.1 -2.9 1.7
H 0.49302 -5.65346 1.57954 0.1 0.0 0.1
H 0.94170 -5.97198 3.27101 0.0 0.4 -0.3
H 2.08403 -5.15711 2.17660 -0.2 0.0 0.2
H -0.69617 -3.96125 2.84812 0.7 0.2 0.0
H 0.68581 -3.70706 3.93530 -0.1 0.2 -0.5
```
Forces are in eV/Å.

Values from the calculation:
⟨S²⟩: 15.76
net charge: +2
spin multiplicity: 8
frontier orbital gap (spin up / spin down): 7.19 / 7.24 eV
E_LUMO (spin up / spin down): -6.438 / -6.417 eV



# C8H32BN2O4

5 unconnected molecules or ions with the total composition C8H32BN2O4 in a non-equilibrium geometry (the ωB97M-V functional and the def2-TZVPD basis, OMol25).

The geometry in XYZ format:
```
47
Properties=species:S:1:pos:R:3:forces:R:3
O -0.20882 1.36578 -0.70185 -1.6 1.5 -1.1
H 0.41640 0.86054 -1.22668 1.4 -1.5 -1.5
H -0.99832 0.88544 -0.44192 -1.8 -0.7 0.6
H 0.12714 1.73590 0.11775 0.8 0.9 1.6
O 2.84503 2.66955 2.60452 3.7 0.1 0.7
H 1.98711 2.69969 2.17480 -3.2 0.2 -1.0
H 3.18663 1.77424 2.66233 0.2 -0.5 0.1
H 2.87137 3.09773 3.46333 -0.2 0.5 0.6
B 0.36647 2.68446 1.63009 -0.6 0.7 0.2
H -0.68261 2.48223 1.47919 -3.7 -0.8 -0.4
H 0.59097 3.64970 1.20329 1.0 3.4 -1.7
H 0.56074 2.70562 2.69125 0.5 -0.2 3.9
H 0.96345 1.92319 1.15226 2.8 -3.0 -1.5
C -2.30211 -0.74416 -2.01740 -0.1 0.5 -0.8
C -2.79992 -0.87025 -0.59216 -1.1 0.6 -0.9
C -2.05421 -1.95491 0.09550 -0.2 -3.0 0.6
O -2.38406 -3.25410 -0.46961 -0.2 1.1 0.4
C -3.71837 -3.68701 -0.18287 0.5 -1.5 -0.3
N -2.65453 0.40732 0.09496 0.2 0.4 -1.0
H -2.43876 -1.59950 -2.67907 0.0 -0.3 0.5
H -1.24212 -0.49130 -2.04129 0.1 -0.1 0.0
H -2.82582 0.05195 -2.54657 0.0 0.2 0.1
H -3.87870 -1.02212 -0.62775 -0.1 -1.0 0.1
H -2.35012 -2.05131 1.14012 0.2 0.4 0.3
H -0.97833 -1.85959 -0.05112 0.0 0.2 0.1
H -3.94531 -3.76705 0.88023 0.0 0.9 0.1
H -3.80378 -4.72641 -0.49980 0.3 0.2 -0.4
H -4.40974 -3.10548 -0.79275 -0.2 0.3 0.3
H -3.23199 0.53501 0.91370 0.3 -0.6 0.7
H -3.21586 0.94059 -0.55360 0.4 1.3 -0.3
C 2.81719 1.76784 -1.33331 -0.2 -0.7 0.8
C 2.65026 0.23201 -1.38943 0.5 0.3 1.4
C 2.57932 -0.55085 -0.04359 0.1 0.0 -0.2
O 1.27651 -0.59190 0.54142 0.5 0.0 -0.1
C 1.15833 -1.25283 1.78884 -1.1 -0.1 -0.1
N 1.43445 -0.04566 -2.09814 -0.5 -0.7 -1.5
H 1.97109 2.26151 -0.85529 -0.2 -0.1 -0.2
H 2.88300 2.13876 -2.35614 0.4 0.2 0.2
H 3.64065 2.05599 -0.67986 0.5 0.0 -0.5
H 3.47790 -0.21564 -1.93964 0.5 0.1 0.3
H 3.33098 -0.27247 0.69507 0.0 0.5 0.2
H 2.83967 -1.59202 -0.23410 0.0 -0.4 -0.3
H 1.79258 -0.85766 2.58235 0.2 0.1 -0.2
H 1.27137 -2.33307 1.69725 0.7 -0.2 -0.3
H 0.10337 -1.16782 2.04948 0.1 0.4 0.3
H 1.33127 -1.04107 -2.23456 -0.4 -0.7 0.8
H 1.65042 0.12910 -3.06918 -0.3 1.1 -0.5
```
Forces are in eV/Å.

Values from the calculation:
⟨S²⟩: 0.76
energy above the lowest of the compared OMol25 structures with the same formula, charge and spin: 0.067 eV
net charge: +2
spin multiplicity: 2
frontier orbital gap (spin up / spin down): 10.59 / 2.99 eV
E_LUMO (spin up / spin down): -5.861 / -12.390 eV